Formula: C26H49N5O2
Source: OMol25
Level of theory: wB97M-V/def2-TZVPD

Each line ends with the Mulliken charge.
Geometry (Å):
C 18.04798 -30.15956 20.38545  -1.210
C 17.65203 -28.99258 19.47271  1.010
C 16.98586 -29.43446 18.18231  -0.439
O 17.08244 -28.05394 20.33614  -0.811
H 18.76636 -30.91244 20.06109  0.207
H 17.16170 -30.65576 20.78089  0.298
H 18.54859 -29.74495 21.26043  0.020
H 18.49604 -28.34631 19.23177  -0.194
H 16.58843 -28.61520 17.58318  -0.611
H 16.31934 -30.23455 18.50435  0.322
H 17.72618 -29.94828 17.56912  0.391
C 16.31553 -32.53592 23.96989  -1.272
C 17.32014 -31.56583 24.58547  0.384
C 18.83145 -32.04635 24.30955  -0.640
O 17.15522 -30.32445 23.98892  -0.831
H 15.25979 -32.34252 24.15993  0.387
H 16.61199 -33.55472 24.21938  0.310
H 16.44852 -32.46876 22.89013  0.121
H 17.07574 -31.52767 25.64703  0.174
H 19.09933 -32.93972 24.87366  0.520
H 19.48194 -31.28003 24.73111  0.307
H 19.13101 -32.09667 23.26273  -0.455
C 15.10278 -23.61530 16.46128  -1.206
C 14.62635 -24.96207 16.97899  -0.559
C 15.81101 -25.78956 17.40564  0.523
C 16.25398 -26.56100 16.17644  0.032
N 16.55236 -27.05868 15.19499  -0.596
H 15.34693 -22.95060 17.28993  0.307
H 14.36489 -23.22131 15.76244  0.363
H 15.98960 -23.69717 15.83282  0.313
H 14.02376 -25.44050 16.20693  0.394
H 14.00466 -24.75024 17.84888  0.356
H 15.51735 -26.62343 18.04324  0.295
H 16.61204 -25.17872 17.82197  -0.314
C 19.84440 -33.82903 19.54854  -1.455
C 19.18802 -33.58885 20.90440  0.302
C 18.69348 -34.87590 21.53100  -0.222
C 17.65345 -35.63828 20.79806  0.152
N 16.77732 -36.17427 20.24378  -0.534
H 19.10396 -34.28276 18.88977  0.333
H 20.71929 -34.47204 19.64452  0.383
H 20.17127 -32.93264 19.02153  0.386
H 18.36132 -32.87936 20.94041  0.041
H 19.89185 -33.12449 21.59512  0.240
H 18.24587 -34.62910 22.49373  0.086
H 19.49346 -35.61384 21.47124  0.369
C 19.09670 -22.73024 21.71260  -1.348
C 19.53799 -24.05154 20.98348  0.029
C 18.42033 -24.71225 20.14325  0.110
C 17.16998 -24.95591 20.86580  0.121
N 16.24890 -25.13504 21.53552  -0.572
H 18.84271 -22.00873 20.93607  0.322
H 19.86223 -22.27965 22.34430  0.402
H 18.29266 -22.84516 22.43951  0.353
H 19.97891 -24.77264 21.67173  -0.361
H 20.41108 -23.87935 20.35405  0.443
H 18.73065 -25.62675 19.63779  0.179
H 18.12383 -24.02030 19.35498  0.274
C 15.05133 -30.28711 14.31529  -1.178
C 14.96330 -31.24139 15.54054  -0.147
C 13.68919 -32.01118 15.60847  -0.610
C 13.46758 -33.00228 14.59738  0.308
N 13.33072 -33.85451 13.81188  -0.516
H 15.78503 -29.48360 14.37970  0.319
H 14.05977 -29.83861 14.25403  0.304
H 15.32851 -30.91544 13.46884  0.346
H 14.78091 -30.54774 16.36132  0.087
H 15.94935 -31.68599 15.67521  0.409
H 12.84883 -31.35324 15.82981  0.367
H 13.81675 -32.60993 16.51032  0.323
C 21.30284 -29.45104 23.09497  -0.871
C 21.72372 -28.05683 23.47478  -0.832
C 20.76526 -26.91700 22.98367  -0.322
C 19.51832 -26.74609 23.63205  0.316
N 18.48713 -26.62823 24.12502  -0.478
H 21.46974 -29.60861 22.02941  0.334
H 20.21835 -29.48509 23.19891  0.114
H 21.75343 -30.29598 23.61569  0.408
H 22.70922 -27.87928 23.04422  0.346
H 21.87306 -28.06782 24.55445  0.393
H 20.75735 -27.01173 21.89782  0.223
H 21.22017 -25.95418 23.21633  0.430

Values from the calculation:
DFT total energy = -39295.975 eV
E_LUMO = 4.170 eV
orbital gap = 4.218 eV
net charge = -2
ΔE to the lowest compared entry with this formula, charge and spin = 0.000 eV

Formula: C7H13O
Source: OMol25
Level of theory: wB97M-V/def2-TZVPD

Each line ends with the Mulliken charge.
Geometry (Å):
C -2.98198 -0.21094 -1.04887  -0.445
O -3.47177 -1.13601 -0.17272  -0.855
C -1.64818 0.34700 -0.21768  -0.519
C -0.74905 -0.82552 0.15953  -0.983
C 0.60221 -0.46496 0.99145  -0.750
C 1.91411 1.65172 0.71160  -1.184
C 1.75987 0.31273 0.28350  0.365
C 2.75260 -0.39143 -0.30171  -0.527
H -2.57567 -0.51030 -2.16023  0.145
H -3.78357 0.56075 -1.14521  0.272
H -1.12571 1.23533 -0.67888  0.335
H -2.02534 0.55251 0.78490  0.271
H -1.41631 -1.50896 0.70976  0.418
H -0.43695 -1.40119 -0.71845  0.356
H 0.99677 -1.37564 1.45709  0.444
H 0.35383 0.18243 1.90208  0.273
H 2.87848 2.03167 0.51931  0.369
H 1.43099 2.22145 1.61180  0.214
H 1.13581 0.24160 -1.49601  0.204
H 2.78988 -1.51868 -0.42556  0.236
H 3.59998 0.00646 -0.76571  0.360

Values from the calculation:
DFT total energy = -9509.811 eV
E_LUMO = 1.690 eV
orbital gap = 4.106 eV
net charge = -1
ΔE to the lowest compared entry with this formula, charge and spin = 6.604 eV

Formula: C9H21CsNO6P
Source: OMol25
Level of theory: wB97M-V/def2-TZVPD

Each line ends with the Mulliken charge.
Geometry (Å):
Cs -1.12245 2.52416 3.04495  0.966
P 1.97042 3.25072 4.95652  0.680
O 1.36475 3.66236 3.53736  -0.872
O 1.10665 1.99173 5.35734  -0.850
O 1.71582 4.42465 5.91873  -0.810
O 3.46505 2.96087 4.77921  -0.844
O -1.19565 2.74219 6.05919  -0.813
H -0.19126 2.47923 5.88449  0.402
H -1.24501 3.66180 5.77357  0.280
C -0.74756 -3.37748 -0.57221  -2.070
C -0.18260 -2.21246 -1.33960  1.850
C -0.85902 -2.17816 -2.70276  -1.258
C -0.90060 -0.84818 -3.46285  -0.701
C -1.17079 0.30830 -2.52765  -1.295
C -0.31605 0.34287 -1.24733  1.454
N -0.42926 -0.96393 -0.65492  0.162
O 0.04063 -1.00284 0.67488  -0.450
C 1.09481 0.83022 -1.62293  -1.515
C -0.98660 1.34074 -0.33274  -1.796
C 1.33041 -2.45802 -1.53194  -1.755
H -0.12924 -3.69786 0.27421  0.377
H -0.86283 -4.28935 -1.16045  0.395
H -1.69807 -3.10916 -0.10215  0.468
H -0.34775 -2.92213 -3.33408  0.406
H -1.86003 -2.62985 -2.69908  0.446
H -1.63304 -0.84392 -4.26420  0.372
H 0.12609 -0.71728 -3.82552  0.290
H -2.22179 0.27418 -2.22350  0.448
H -1.01922 1.24627 -3.06922  0.409
H 1.39180 0.40701 -2.58246  0.376
H 1.09234 1.91399 -1.73374  0.428
H 1.83167 0.56928 -0.86216  0.269
H -1.14970 2.31300 -0.80306  0.386
H -1.97848 1.05098 0.03213  0.568
H -0.43432 1.49241 0.59156  0.035
H 1.44576 -3.42439 -2.04083  0.458
H 1.90472 -2.49487 -0.60871  0.388
H 1.80049 -1.75081 -2.21849  0.353
H 0.99992 -0.86627 0.63845  0.364

Values from the calculation:
DFT total energy = -33285.053 eV
E_LUMO = 3.351 eV
orbital gap = 1.644 eV
net charge = -2

Formula: C2H4INO
Source: OMol25
Level of theory: wB97M-V/def2-TZVPD

Each line ends with the Mulliken charge.
Geometry (Å):
C -1.93217 -2.75138 0.95481  -0.003
C 1.09903 -0.83234 1.24821  -0.107
N -1.29960 -3.33982 0.20842  -0.344
O 0.30487 -0.43997 2.04844  -0.368
I -2.98511 -1.69217 2.29085  0.348
H 1.41767 -1.88603 1.19253  0.241
H 1.56774 -0.17014 0.50249  0.232
H 1.10459 5.54288 -4.56067  0.000
H 0.72298 5.56895 -3.88506  0.000

Values from the calculation:
DFT total energy = -13774.369 eV
E_LUMO = -0.079 eV
orbital gap = 10.149 eV
net charge = 0
ΔE to the lowest compared entry with this formula, charge and spin = 2.052 eV